(1)
C9H20N5O3PtS3 as an isolated structure, computed with ωB97M-V/def2-TZVPD.

Its orbital gap is 0.2472 hartree. The spin multiplicity is 1. As for the HOMO energy: -4.06 eV. The value obtained for the total energy is -2168.3448 hartree. The total charge is -1. The calculation puts the energy above the lowest of the compared OMol25 structures with the same formula, charge and spin at 185.9 kJ/mol. As for the LUMO energy: 2.67 eV.

Atoms and positions in Å:
1 N 0.22 -1.33 0.58
2 Pt 1.43 0.35 1.04
3 H -1.07 1.03 5.04
4 H -3.20 0.26 3.01
5 H -1.94 1.00 -3.76
6 H 3.50 1.17 -3.13
7 H 2.61 -1.80 -1.34
8 N -1.13 -1.00 0.47
9 S -2.59 -1.63 4.39
10 C 0.79 -0.47 -2.65
11 H 3.67 -0.40 -1.14
12 H 0.41 -0.24 3.17
13 N -0.19 0.47 -2.79
14 H -0.07 2.59 -2.66
15 O -0.56 1.09 1.06
16 H 0.35 -2.02 1.32
17 C -1.34 0.69 4.04
18 H 3.65 -1.34 -2.68
19 H 0.52 -1.73 -0.31
20 H -2.14 -0.30 -2.57
21 S -0.10 -3.06 3.46
22 C -0.93 -1.65 3.80
23 C -0.23 1.71 -2.03
24 H -1.80 -1.70 0.20
25 H -1.20 1.50 3.33
26 C -1.48 0.10 -3.35
27 H 0.50 1.69 -1.22
28 H -3.40 0.62 4.75
29 S 0.44 -2.12 -2.84
30 O 3.15 0.80 1.23
31 H -1.21 1.80 -1.56
32 C -2.76 0.15 4.01
33 O -2.72 0.60 0.66
34 N -0.48 -0.42 3.65
35 H 2.69 1.85 -1.70
36 N 2.02 -0.04 -2.33
37 H 1.87 1.82 -3.28
38 C 2.54 1.28 -2.62
39 C -1.52 0.30 0.74
40 H -1.36 -0.65 -4.12
41 C 3.05 -0.95 -1.85

(2)
A 2-piece molecular cluster, CH3O3 overall, computed with ωB97M-V/def2-TZVPD.

Its orbital gap is 0.4186 hartree. The spin multiplicity is 1. As for the HOMO energy: -16.85 eV. The value obtained for the total energy is -265.1651 hartree. The total charge is +1. The calculation puts the energy above the lowest of the compared OMol25 structures with the same formula, charge and spin at 32.7 kJ/mol. As for the LUMO energy: -5.46 eV.

Atoms and positions in Å:
1 O 2.54 0.01 0.26
2 H -1.30 1.45 0.38
3 H -1.82 -0.73 -0.22
4 C 1.59 -0.33 -0.16
5 O -0.61 0.92 -0.03
6 O -0.88 -0.45 0.17
7 H 0.47 -0.87 -0.41

(3)
C11H15MnN4 as an isolated structure, computed with ωB97M-V/def2-TZVPD.

Its orbital gap (spin up / spin down) is 0.3303 / 0.3277 hartree. The spin multiplicity is 4. As for the HOMO energy (spin up / spin down): -12.13 / -12.06 eV. The value obtained for the total energy is -1797.8632 hartree. The total charge is +1. As for the LUMO energy (spin up / spin down): -3.14 / -3.14 eV.

Atoms and positions in Å:
1 H 0.00 2.12 2.00
2 H -1.45 -1.43 -2.56
3 C -0.26 1.48 1.18
4 H -4.55 -0.72 -3.82
5 N 0.57 0.41 0.78
6 H -3.43 -1.38 -2.33
7 C 5.38 -1.20 3.23
8 H -2.89 -0.12 -4.09
9 C 2.51 -1.04 0.84
10 C 4.16 -0.78 2.60
11 H -4.53 1.48 -2.50
12 H 3.77 0.79 4.03
13 H 0.36 -1.04 -0.80
14 C -1.33 1.49 0.34
15 N 6.38 -1.53 3.74
16 Mn -2.47 -0.25 -2.17
17 H -3.22 -1.85 -4.22
18 C 2.23 0.69 2.53
19 C -3.50 -0.95 -3.69
20 C 3.70 -1.44 1.45
21 H 4.28 -2.26 1.03
22 C 3.42 0.28 3.14
23 C 1.77 0.02 1.39
24 H 1.65 1.51 2.96
25 C -0.05 -0.18 -0.28
26 N -3.78 1.36 -1.81
27 H -4.24 1.25 -0.90
28 H -2.16 2.17 0.34
29 H -3.26 2.24 -1.78
30 H 2.15 -1.55 -0.06
31 N -1.20 0.44 -0.59

(4)
A 2-piece molecular cluster, C3H8NO2 overall, computed with ωB97M-V/def2-TZVPD.

Its orbital gap is 0.1143 hartree. The spin multiplicity is 1. As for the HOMO energy: -12.33 eV. The value obtained for the total energy is -323.9079 hartree. The total charge is +1. The calculation puts the energy above the lowest of the compared OMol25 structures with the same formula, charge and spin at 575.9 kJ/mol. As for the LUMO energy: -9.22 eV.

Atoms and positions in Å:
1 H -1.51 -2.62 -0.81
2 C -0.67 -1.89 -0.76
3 H -1.56 -0.65 -2.27
4 H -0.85 1.55 -1.40
5 O -0.26 0.82 0.35
6 H -0.30 -1.83 0.26
7 C -0.83 0.70 -0.69
8 N 2.05 2.79 3.19
9 C -1.25 -0.62 -1.22
10 H 1.46 3.57 3.44
11 O 0.26 -2.21 -1.76
12 H 2.78 3.14 2.59
13 H 2.49 2.48 4.05
14 H 0.68 -3.06 -1.57

Question: Which of these has the lowest total charge?
Answer: C9H20N5O3PtS3

Question: Which of these has the lowest total charge?
Answer: C9H20N5O3PtS3